Entry from OMol25: a cluster of 5 separate species, C6H18ClO6 in total in a non-equilibrium geometry (wB97M-V/def2-TZVPD).

Geometry (Å):
Cl1 -14.660 12.161 16.572
C1 -19.893 14.364 17.687
O1 -19.474 13.608 16.583
H1 -20.790 14.949 17.481
H2 -20.245 13.628 18.410
H3 -19.059 14.971 18.040
H4 -18.645 13.241 16.898
C2 -10.986 9.730 12.674
O2 -11.585 9.155 13.847
H5 -10.311 10.555 12.898
H6 -10.472 8.931 12.137
H7 -11.744 10.118 11.994
H8 -12.263 9.716 14.231
C3 -16.524 16.150 12.974
O3 -15.704 16.595 14.048
H9 -17.485 15.694 13.214
H10 -16.791 17.010 12.359
H11 -15.949 15.610 12.221
H12 -15.510 15.833 14.599
C4 -10.200 15.761 15.495
O4 -9.790 16.933 16.149
C5 -9.682 16.860 17.522
O5 -10.264 16.027 18.248
O6 -9.002 17.933 17.929
C6 -8.671 18.056 19.316
H13 -11.281 15.635 15.555
H14 -9.733 14.804 15.727
H15 -9.902 15.923 14.459
H16 -8.487 17.074 19.753
H17 -9.512 18.467 19.873
H18 -7.843 18.765 19.297

## Properties
Net charge: -1
ΔE to the lowest compared entry with this formula, charge and spin (kcal/mol): 43.6
2S+1: 1


Entry from OMol25: a structure of composition C6H18CuO7P in a non-equilibrium geometry (wB97M-V/def2-TZVPD).

Geometry (Å):
Cu1 -4.005 -1.587 1.413
O1 -5.763 0.193 -1.225
H1 -5.650 0.755 -2.016
O2 -4.933 -5.154 0.170
H2 -4.600 -6.016 0.485
O3 -6.613 -2.149 3.619
H3 -6.046 -2.579 4.289
C1 0.363 -1.617 -2.374
C2 1.455 -0.584 -2.522
O4 1.204 0.607 -1.642
P1 1.210 0.566 0.052
O5 0.097 -0.262 0.587
O6 1.220 2.167 0.507
C3 0.115 2.995 0.252
C4 0.205 3.571 -1.177
O7 2.687 -0.003 0.486
C5 3.043 0.347 1.778
C6 3.968 -0.823 2.272
H4 0.454 -2.438 -3.085
H5 0.134 -2.062 -1.406
H6 -0.628 -1.190 -2.522
H7 2.527 -0.727 -2.388
H8 1.282 -0.230 -3.538
H9 -0.883 2.616 0.469
H10 0.293 3.785 0.980
H11 0.930 4.382 -1.113
H12 0.477 2.956 -2.035
H13 -0.769 4.037 -1.325
H14 3.574 1.294 1.682
H15 2.173 0.427 2.429
H16 4.373 -0.667 3.271
H17 3.362 -1.716 2.112
H18 4.745 -0.895 1.511

## Properties
Net charge: -2
ΔE to the lowest compared entry with this formula, charge and spin (kcal/mol): 61.0
2S+1: 1


Entry from OMol25: a cluster of 4 separate species, C6H18IO5 in total in a non-equilibrium geometry (wB97M-V/def2-TZVPD).

Geometry (Å):
I1 -0.240 1.862 2.085
C1 4.010 0.824 3.398
C2 3.740 0.118 2.060
O1 3.326 1.044 1.053
H1 3.032 1.174 3.728
H2 4.707 1.598 3.076
H3 4.529 0.289 4.194
H4 2.962 -0.603 2.312
H5 4.545 -0.524 1.702
H6 2.388 1.046 1.259
C3 -0.330 -0.318 -2.036
C4 0.488 0.609 -2.942
O2 1.796 0.212 -3.397
O3 0.371 -0.529 -0.841
H7 -0.435 -1.315 -2.464
H8 -1.260 0.193 -1.786
H9 0.640 1.497 -2.328
H10 -0.136 0.971 -3.760
H11 2.462 0.530 -2.784
H12 0.420 0.286 -0.337
C5 -3.411 -1.545 -0.666
C6 -3.924 -0.277 0.085
O4 -3.045 0.865 -0.073
O5 -4.356 -2.591 -0.387
H13 -2.477 -1.815 -0.174
H14 -3.192 -1.350 -1.716
H15 -3.973 -0.555 1.138
H16 -4.953 -0.067 -0.205
H17 -2.533 0.956 0.733
H18 -5.150 -2.586 -0.927

## Properties
Net charge: -1
ΔE to the lowest compared entry with this formula, charge and spin (kcal/mol): 7.1
2S+1: 1


Entry from OMol25: a cluster of 2 separate species, C6H18N in total in a non-equilibrium geometry (wB97M-V/def2-TZVPD).

Geometry (Å):
C1 1.494 -1.388 -0.397
C2 1.419 -1.662 1.067
N1 2.860 -0.760 -0.774
H1 1.325 -2.378 -0.825
H2 0.805 -0.737 -0.885
H3 2.300 -1.953 1.646
H4 0.636 -2.393 1.191
H5 3.385 -1.522 -1.214
H6 2.787 -0.054 -1.506
H7 3.333 -0.510 0.090
H8 1.128 -0.814 1.677
C3 -1.245 0.847 -0.159
C4 -1.118 0.562 1.329
C5 -2.502 0.183 -0.730
C6 -1.197 2.323 -0.576
H9 -0.326 0.501 -0.619
H10 -0.127 0.856 1.684
H11 -2.472 -0.903 -0.722
H12 -3.369 0.473 -0.135
H13 -2.706 0.648 -1.692
H14 -1.245 2.460 -1.652
H15 -1.863 2.987 -0.025
H16 -0.199 2.695 -0.296
H17 -1.313 -0.498 1.509
H18 -1.791 1.038 2.015

## Properties
Net charge: +1
ΔE to the lowest compared entry with this formula, charge and spin (kcal/mol): 23.8
2S+1: 1


Number 4 is which compound?
C6H18N


Which of these has the lowest ΔE to the lowest compared entry with this formula, charge and spin?
C6H18IO5


Repeat the fourth record exactly.
Entry from OMol25: a cluster of 2 separate species, C6H18N in total in a non-equilibrium geometry (wB97M-V/def2-TZVPD).

Geometry (Å):
C1 1.494 -1.388 -0.397
C2 1.419 -1.662 1.067
N1 2.860 -0.760 -0.774
H1 1.325 -2.378 -0.825
H2 0.805 -0.737 -0.885
H3 2.300 -1.953 1.646
H4 0.636 -2.393 1.191
H5 3.385 -1.522 -1.214
H6 2.787 -0.054 -1.506
H7 3.333 -0.510 0.090
H8 1.128 -0.814 1.677
C3 -1.245 0.847 -0.159
C4 -1.118 0.562 1.329
C5 -2.502 0.183 -0.730
C6 -1.197 2.323 -0.576
H9 -0.326 0.501 -0.619
H10 -0.127 0.856 1.684
H11 -2.472 -0.903 -0.722
H12 -3.369 0.473 -0.135
H13 -2.706 0.648 -1.692
H14 -1.245 2.460 -1.652
H15 -1.863 2.987 -0.025
H16 -0.199 2.695 -0.296
H17 -1.313 -0.498 1.509
H18 -1.791 1.038 2.015

## Properties
Net charge: +1
ΔE to the lowest compared entry with this formula, charge and spin (kcal/mol): 23.8
2S+1: 1


Which of these has the lowest ΔE to the lowest compared entry with this formula, charge and spin?
C6H18IO5